DFT (ωB97M-V/def2-TZVPD) results for the molecule C27H27N7O2S at a distorted geometry.

Atoms and positions in Å:
1 C -8.53 -0.48 2.90
2 C -7.82 -0.51 1.58
3 N -8.03 0.49 0.74
4 C -7.40 0.47 -0.42
5 C -6.53 -0.56 -0.77
6 N -6.31 -1.57 0.08
7 C -6.94 -1.55 1.23
8 H -6.74 -2.37 1.90
9 C -5.77 -0.59 -2.07
10 N -4.35 -0.75 -1.83
11 C -3.60 0.27 -1.42
12 O -4.00 1.44 -1.35
13 C -2.21 -0.04 -1.06
14 C -1.45 1.04 -0.70
15 N -0.13 0.97 -0.33
16 C 0.48 -0.27 -0.27
17 N 1.74 -0.33 0.15
18 C 2.37 -1.51 0.21
19 N 3.65 -1.49 0.66
20 C 4.18 -0.30 1.27
21 H 4.86 -0.58 2.08
22 H 3.34 0.26 1.69
23 C 4.93 0.60 0.27
24 N 6.27 0.12 -0.01
25 C 7.01 1.08 -0.79
26 H 8.03 0.73 -0.93
27 H 7.04 2.03 -0.26
28 H 6.56 1.26 -1.79
29 C 6.27 -1.20 -0.62
30 H 7.27 -1.37 -1.03
31 C 5.99 -2.30 0.42
32 H 6.40 -1.97 1.37
33 C 4.50 -2.65 0.54
34 H 4.22 -3.19 -0.37
35 H 4.37 -3.32 1.40
36 H 6.51 -3.21 0.13
37 H 5.55 -1.27 -1.45
38 H 5.03 1.59 0.71
39 H 4.32 0.68 -0.65
40 C 1.72 -2.71 -0.15
41 C 0.42 -2.64 -0.57
42 C -0.25 -1.41 -0.64
43 C -1.65 -1.37 -1.07
44 O -2.27 -2.39 -1.40
45 H -0.14 -3.53 -0.84
46 H 2.21 -3.66 -0.07
47 C 0.42 2.22 -0.06
48 C 1.73 2.52 0.29
49 C 2.07 3.84 0.51
50 C 1.13 4.86 0.39
51 C -0.17 4.57 0.04
52 C -0.52 3.25 -0.19
53 S -2.10 2.64 -0.68
54 H -0.92 5.34 -0.07
55 H 1.42 5.88 0.57
56 H 3.09 4.09 0.78
57 H 2.45 1.73 0.37
58 H -3.95 -1.68 -1.74
59 H -6.11 -1.42 -2.69
60 H -5.92 0.36 -2.60
61 H -7.59 1.30 -1.08
62 H -9.20 0.38 2.92
63 H -7.81 -0.40 3.71
64 H -9.10 -1.39 3.04

Results
charge = 0
HOMO = -7.906 eV
electronic energy = -53800.2372 eV
SMILES string = Cc1cnc(CNC(=O)c2c(=O)c3ccc(N4CCCN(C)CC4)nc3n3c2sc2ccccc23)cn1
LUMO level = 0.4 eV